Entry 1:
A cluster of 3 separate species, C6H12O12S3 in total. Source: OMol25; level of theory: the ωB97M-V functional and the def2-TZVPD basis.

```
33
Properties=species:S:1:pos:R:3:forces:R:3:nbo_charge:R:1
C -3.107393 -1.353443 2.568456 0.714 0.400 -0.476 -0.0924
C -3.117224 -2.886067 2.469094 -0.883 0.441 0.514 -0.1108
O -3.254502 -3.193573 1.085245 1.270 1.091 -1.316 -0.6505
S -2.595926 -1.957984 0.089668 -2.051 0.566 -1.138 2.4294
O -3.556229 -1.657308 -1.009239 2.426 -1.053 3.282 -0.8537
O -1.212077 -2.173600 -0.291256 -1.921 0.071 1.186 -0.8634
O -2.732120 -0.793718 1.252617 0.235 -1.771 -0.407 -0.6790
H -2.331622 -1.054140 3.273239 -0.178 0.263 -0.044 0.2089
H -4.069389 -0.904411 2.815493 0.086 -0.202 -0.027 0.2058
H -3.972607 -3.273546 3.022521 -0.571 0.092 -0.583 0.2080
H -2.334262 -3.377948 3.046263 0.931 0.139 -0.974 0.1981
C 2.059219 1.083300 2.431600 -0.729 2.211 0.687 -0.0934
C 1.473693 2.329188 3.308684 -0.678 -0.862 -3.424 -0.0892
O 1.901187 2.076103 4.542543 1.501 -1.281 3.714 -0.6664
S 1.918112 0.503353 4.928047 2.386 0.604 2.622 2.4319
O 0.657296 0.158919 5.580879 2.044 0.069 -1.936 -0.8616
O 3.187876 0.330958 5.715669 -3.889 -0.081 -2.879 -0.8462
O 2.043649 0.005369 3.337168 -0.499 -0.610 2.435 -0.6669
H 3.095110 1.271336 2.149351 -0.135 0.044 -0.239 0.1949
H 1.391194 0.861861 1.599247 0.265 -0.078 0.019 0.2075
H 0.384640 2.298588 3.342078 -0.235 0.177 -0.692 0.1772
H 1.848281 3.312873 3.025568 -0.069 -0.212 -0.338 0.2122
C 0.686132 1.034250 -4.280199 0.689 0.329 0.053 -0.0939
C 0.954114 -0.350178 -4.919540 -1.239 1.058 0.427 -0.0913
O 1.256903 -0.102825 -6.264135 1.372 1.442 -2.008 -0.6683
S 1.695136 1.503655 -6.635754 -2.528 0.410 0.421 2.4334
O 0.933476 1.997574 -7.811524 2.391 -1.759 3.071 -0.8348
O 3.117987 1.729742 -6.489675 -2.027 -0.610 -0.327 -0.8533
O 0.873456 2.070309 -5.289682 0.831 -1.051 -0.682 -0.6769
H 1.405217 1.143573 -3.468369 0.018 0.539 -0.069 0.1842
H -0.316575 1.126662 -3.862935 0.037 0.126 -0.346 0.2062
H 0.000631 -0.878283 -4.911976 0.281 -0.422 -0.056 0.2022
H 1.716620 -0.880590 -4.349147 0.157 -0.082 -0.472 0.1922
```
Forces are in eV/Å.

Output
SMILES string: O=S1(=O)OCCO1.O=S1(=O)OCCO1.O=S1(=O)OCCO1
Strongest force on any atom: 0.094 Eh/bohr
Total energy: -63486.9727 eV
LUMO level: -0.053 eV
Frontier orbital gap: 11.21 eV

Entry 2:
A structure of composition C6H12O12S3Ti. Source: OMol25; level of theory: the ωB97M-V functional and the def2-TZVPD basis.

```
34
Properties=species:S:1:pos:R:3:forces:R:3:nbo_charge:R:1
Ti 1.588660 -1.974115 -0.760155 -0.781 0.979 0.968 0.9693
C -2.360387 -4.048452 3.025709 0.429 -0.729 0.434 -0.0970
C -2.787990 -4.569307 1.668040 -0.817 0.387 0.225 -0.1183
O -1.720641 -4.174439 0.786175 0.368 -0.256 0.136 -0.6763
S -1.285838 -2.718020 1.225937 -0.124 -0.524 0.534 2.5874
O -2.103708 -1.759043 0.617786 -0.527 0.720 -0.470 -0.8724
O 0.135197 -2.618397 1.097902 0.958 -0.014 -0.815 -1.0138
O -1.609360 -2.843165 2.757301 -0.303 0.120 -0.011 -0.6730
H -1.664613 -4.719233 3.531573 -0.013 -0.090 -0.142 0.2045
H -3.199102 -3.893863 3.699034 -0.009 0.535 -0.137 0.2270
H -3.698072 -4.068764 1.330516 -0.009 -0.060 -0.003 0.2091
H -2.959347 -5.640070 1.679403 0.397 -0.077 -0.319 0.2345
C 3.473405 3.013046 1.750029 0.308 0.740 0.106 -0.1035
C 3.058328 3.331000 0.322070 -0.050 0.738 -0.148 -0.1037
O 1.799037 2.648793 0.178988 -0.018 0.029 -0.206 -0.6816
S 1.704280 1.382736 1.110465 0.048 0.160 0.142 2.5887
O 2.066132 0.206852 0.387938 0.317 -0.945 -0.701 -1.0169
O 0.466477 1.394469 1.783788 -0.037 0.069 0.190 -0.8626
O 2.940428 1.717978 2.041515 -0.137 -0.127 -0.057 -0.6712
H 3.042845 3.755535 2.423308 -0.198 -0.204 0.079 0.2062
H 4.547038 3.032081 1.915487 0.025 -0.392 -0.119 0.2273
H 3.729772 3.091922 -0.501780 0.120 -0.629 0.279 0.2046
H 2.874626 4.400775 0.226410 -0.261 -0.065 0.049 0.2217
C -0.244048 2.356792 -3.291949 0.237 0.153 -0.207 -0.0952
C -0.662024 1.061001 -4.002567 0.576 0.156 -0.053 -0.1145
O -1.692048 0.513662 -3.179584 0.032 -0.259 0.016 -0.6677
S -1.299828 0.781952 -1.667148 0.196 0.135 -0.738 2.5956
O -0.268669 -0.111078 -1.241456 0.632 -0.525 -0.173 -1.0034
O -2.471021 0.885752 -0.922299 -0.935 0.168 0.779 -0.8550
O -0.654001 2.198326 -1.922728 0.107 0.138 0.174 -0.6848
H -0.718547 3.249772 -3.690980 -0.244 -0.069 0.104 0.2120
H 0.833250 2.506493 -3.332098 0.024 -0.083 0.100 0.2004
H 0.177330 0.365117 -4.043709 -0.080 -0.071 -0.066 0.1929
H -1.037561 1.243893 -5.002920 -0.233 -0.109 0.049 0.2297
```
Forces are in eV/Å.

Output
⟨S²⟩: 3.751
Net charge: +1
Spin multiplicity: 4
Strongest force on any atom: 0.031 Eh/bohr
Total energy: -86596.5000 eV
LUMO level (alpha / beta): -2.942 / -2.781 eV
Frontier orbital gap (alpha / beta): 6.45 / 11.18 eV

Entry 3:
An isolated molecule of C6H12O2. Source: OMol25; level of theory: the ωB97M-V functional and the def2-TZVPD basis.

```
20
Properties=species:S:1:pos:R:3:forces:R:3:nbo_charge:R:1
C -0.502640 1.072659 0.645418 1.174 -1.499 0.893 0.0918
C 0.251786 2.070251 -0.246365 0.086 -0.101 0.094 -0.6481
C -0.461061 -0.764819 -1.813523 0.122 0.012 0.205 -0.6911
C 0.851125 -0.793779 1.942076 -0.034 -0.360 -0.313 -0.6410
C 0.133200 -1.030837 -0.474017 2.048 -3.963 0.169 0.2938
C 0.165673 -0.414942 0.676512 -1.606 3.867 -0.391 -0.0656
O -1.886953 1.110679 0.394294 -0.664 -0.149 -0.089 -0.7205
O 0.897392 -2.332169 -0.405354 -1.364 1.837 -0.678 -0.7429
H -2.165907 0.395621 -0.185590 0.203 -0.012 0.069 0.4691
H 0.580081 -2.906479 -1.111467 -0.004 0.093 0.010 0.4642
H -0.412148 1.393064 1.687611 0.012 0.134 -0.093 0.1724
H 1.190221 1.651553 -0.601698 0.100 0.034 -0.046 0.2133
H -0.356761 2.355802 -1.102733 -0.034 -0.072 -0.039 0.2164
H 0.472474 2.982635 0.304445 0.005 0.068 -0.008 0.2166
H -0.832379 0.251332 -1.904617 -0.033 0.049 -0.013 0.2345
H -1.282187 -1.459957 -2.000935 -0.056 -0.002 -0.050 0.2219
H 0.292711 -0.924845 -2.586916 -0.003 0.049 0.025 0.2339
H 0.121031 -0.914949 2.742424 -0.008 0.005 0.083 0.2216
H 1.553901 -0.015810 2.242411 0.013 0.045 0.003 0.2162
H 1.390444 -1.725013 1.798027 0.043 -0.034 0.170 0.2435
```
Forces are in eV/Å.

Output
SMILES string: C/C(O)=C(/C)[C@@H](C)O
Strongest force on any atom: 0.087 Eh/bohr
Total energy: -10510.3123 eV
LUMO level: 0.753 eV
Frontier orbital gap: 9.59 eV

Entry 4:
A cluster of 2 separate species, C6H12O2 in total. Source: OMol25; level of theory: the ωB97M-V functional and the def2-TZVPD basis.

```
20
Properties=species:S:1:pos:R:3:forces:R:3:nbo_charge:R:1
C -0.023818 -1.238374 -2.604643 0.357 0.468 0.015 -0.6864
C -0.436986 -0.911153 -1.219337 0.648 -0.495 -0.256 0.3026
C -0.205433 0.355422 -0.706166 -0.014 0.515 0.411 -0.1757
C -0.571504 0.748285 0.577542 -0.403 -0.117 0.287 -0.2920
C -0.351993 2.041605 1.029662 -0.062 -0.555 -0.808 0.3535
O -0.607887 2.475342 2.217646 -0.017 0.148 0.299 -0.5403
C -0.948582 -2.042200 -0.402096 -0.425 -0.036 -0.107 -0.7058
H 0.453683 -2.213858 -2.637461 -0.139 -0.208 -0.037 0.2610
H 0.669417 -0.512176 -3.028861 -0.084 0.095 0.094 0.2435
H -0.904424 -1.249289 -3.248102 -0.179 -0.213 -0.076 0.2742
H 0.332875 1.096251 -1.286484 -0.099 -0.142 -0.324 0.2362
H -1.112380 0.059761 1.221706 0.153 -0.017 0.075 0.2285
H 0.013800 2.776644 0.323931 0.187 0.291 0.263 0.2110
H -0.928653 1.770330 2.805535 -0.038 0.118 0.035 0.5121
H -1.844386 -1.793834 0.163054 -0.066 0.099 0.097 0.2478
H -1.184280 -2.892565 -1.037808 0.013 0.001 0.014 0.2569
H -0.194132 -2.375446 0.314678 0.138 0.049 -0.008 0.2676
H 2.990244 -0.217765 1.007721 -0.080 -0.391 -0.108 0.4790
H 1.612330 -0.876562 1.056448 0.055 -0.013 0.162 0.4503
O 2.497874 -0.997793 0.704092 0.055 0.404 -0.029 -0.9242
```
Forces are in eV/Å.

Output
⟨S²⟩: 0.770
Net charge: +1
Spin multiplicity: 2
Strongest force on any atom: 0.019 Eh/bohr
Total energy: -10503.0986 eV
LUMO level (alpha / beta): -4.385 / -6.876 eV
Frontier orbital gap (alpha / beta): 8.98 / 8.04 eV

Entry 5:
An isolated molecule of C6H12O2Si. Source: OMol25; level of theory: the ωB97M-V functional and the def2-TZVPD basis.

```
21
Properties=species:S:1:pos:R:3:forces:R:3:nbo_charge:R:1
C -0.620633 -0.732904 1.026012 1.083 -1.152 -2.286 0.5431
C 1.169320 -0.648580 -0.945313 0.524 -2.923 1.908 -0.5346
C -1.369666 -1.270294 1.934869 -2.463 -0.759 4.026 -0.3463
C -0.846553 -2.323068 2.935096 -2.270 1.990 1.601 -0.6204
C -0.893520 0.051809 -2.509261 -1.047 1.597 -1.427 -1.1096
C 0.366163 2.669417 -0.730051 3.330 -1.585 -0.761 -1.1073
O 0.490011 -1.442693 0.480640 0.661 2.858 -1.891 -0.5642
O -1.065848 0.383748 0.428086 2.603 1.263 -2.527 -0.7988
Si -0.004038 0.815933 -0.942345 -2.241 -1.643 0.079 1.7656
H 2.327989 -0.655683 -0.916812 -2.063 0.061 0.657 0.2309
H 0.845152 -1.436836 -1.734851 0.837 1.584 1.640 0.2279
H -2.304307 -0.670749 2.228578 1.557 -0.973 -0.557 0.2042
H 0.073057 -2.556579 2.558237 2.430 -1.468 -0.767 0.2160
H -1.481080 -3.201875 3.220219 0.482 0.792 -0.712 0.2079
H -0.617662 -1.766308 3.910527 -0.454 -0.759 -1.087 0.1962
H -2.056390 0.230989 -2.567147 2.304 -0.520 0.091 0.2519
H -0.446858 0.573932 -3.429916 -0.701 -0.468 1.019 0.2280
H -0.591475 -1.024997 -2.696535 -0.966 1.338 0.608 0.2367
H 1.430405 2.895936 -0.299523 -1.683 -0.642 -1.158 0.2601
H 0.228632 3.155021 -1.697190 -0.176 0.409 0.453 0.2530
H -0.236294 2.924192 0.073385 -1.749 1.000 1.092 0.2598
```
Forces are in eV/Å.

Output
SMILES string: C/C=C1\OC[Si](C)(C)O1
Strongest force on any atom: 0.093 Eh/bohr
Total energy: -18386.9216 eV
LUMO level: 0.403 eV
Frontier orbital gap: 8.05 eV

Entry 6:
An isolated molecule of C6H12O3. Source: OMol25; level of theory: the ωB97M-V functional and the def2-TZVPD basis.

```
21
Properties=species:S:1:pos:R:3:forces:R:3:nbo_charge:R:1
C 0.974423 0.089720 -0.023841 -0.418 0.179 -0.432 0.2445
C 0.436718 -0.807325 -1.159478 0.361 0.309 0.096 -0.0876
C -0.094685 0.262709 1.074142 0.436 0.094 -0.172 -0.5359
C 1.425727 1.438045 -0.573514 -0.093 -0.274 0.071 -0.6505
C -2.509852 -0.367807 0.618516 -0.285 0.183 -0.266 -0.7330
C -1.435483 0.672906 0.493910 0.004 -0.377 0.313 0.6147
O 2.051660 -0.603457 0.602225 0.115 -0.143 0.188 -0.7359
O 0.022198 -2.056798 -0.671675 -0.061 -0.367 0.230 -0.7251
O -1.609196 1.744238 -0.032759 -0.042 0.196 -0.074 -0.5531
H 2.838299 -0.510803 0.053219 -0.011 0.021 -0.012 0.4728
H 0.706752 -2.355321 -0.056184 -0.032 0.000 -0.096 0.4784
H -0.425248 -0.343806 -1.641541 0.035 0.033 -0.055 0.1891
H 1.228453 -0.938968 -1.914808 -0.086 0.146 0.060 0.1610
H -0.181153 -0.677722 1.616300 -0.035 0.030 0.020 0.2279
H 0.253609 1.036103 1.760493 -0.028 0.003 0.042 0.2399
H 2.085806 1.304059 -1.429602 0.108 -0.023 -0.093 0.2029
H 1.956830 1.990382 0.199035 0.023 0.044 0.063 0.2202
H 0.560763 2.017157 -0.883442 -0.020 0.083 -0.047 0.2517
H -3.426511 -0.033249 0.140323 -0.034 0.039 -0.001 0.2298
H -2.699205 -0.569665 1.671068 0.022 -0.065 0.123 0.2321
H -2.159906 -1.290399 0.157614 0.041 -0.112 0.041 0.2562
```
Forces are in eV/Å.

Output
SMILES string: CC(=O)C[C@@](C)(O)CO
Strongest force on any atom: 0.012 Eh/bohr
Total energy: -12559.0539 eV
LUMO level: 0.708 eV
Frontier orbital gap: 10.39 eV

Entry 7:
A cluster of 2 separate species, C6H12O3 in total. Source: OMol25; level of theory: the ωB97M-V functional and the def2-TZVPD basis.

```
21
Properties=species:S:1:pos:R:3:forces:R:3:nbo_charge:R:1
C 1.284025 -1.168057 -0.428721 -2.213 1.563 -0.507 0.6323
C -1.282993 0.833278 0.153439 2.214 1.097 0.084 -0.4872
C 1.018105 -2.357583 -1.307872 0.556 0.100 -0.227 -0.7165
C 1.549957 -1.448983 1.018200 0.525 0.426 0.120 -0.7448
C -2.351630 1.865885 0.478449 0.078 -0.103 -0.076 -0.6149
C 0.233517 1.578986 0.308797 -3.430 -0.164 1.091 0.8464
O 1.005059 -0.035447 -0.861974 1.564 -2.579 0.120 -0.5647
O 0.526749 2.523098 -0.594840 0.196 0.098 -0.568 -0.6888
O 0.773816 1.591574 1.381143 0.197 -0.234 -0.165 -0.6405
H 0.087067 2.347300 -1.435718 -0.024 -0.113 0.097 0.4834
H -1.455414 0.383805 -0.829668 0.274 0.173 0.060 0.2021
H -1.257066 0.040876 0.901144 0.019 0.003 -0.030 0.2101
H -0.044224 -2.592963 -1.275477 -0.124 0.055 0.201 0.2452
H 1.575065 -3.220633 -0.975075 0.110 -0.342 0.044 0.2199
H 1.260029 -2.131111 -2.339067 0.075 0.061 -0.172 0.2391
H 0.903515 -2.241592 1.400593 0.009 -0.010 -0.203 0.2325
H 2.577481 -1.785630 1.112955 0.252 -0.299 0.032 0.2399
H 1.464065 -0.554595 1.626785 -0.182 0.103 -0.075 0.2757
H -2.337936 2.682684 -0.243103 0.022 0.080 0.042 0.2036
H -2.184524 2.270528 1.473727 -0.084 0.108 0.048 0.2188
H -3.344663 1.418578 0.436282 -0.035 -0.024 0.084 0.2083
```
Forces are in eV/Å.

Output
SMILES string: CCC(=O)O.CC(C)=O
Strongest force on any atom: 0.070 Eh/bohr
Total energy: -12558.5503 eV
LUMO level: 0.664 eV
Frontier orbital gap: 10.03 eV

Entry 8:
An isolated molecule of C6H12O3. Source: OMol25; level of theory: the ωB97M-V functional and the def2-TZVPD basis.

```
21
Properties=species:S:1:pos:R:3:forces:R:3:nbo_charge:R:1
C -0.027551 0.573829 1.584007 2.451 -0.954 -0.468 0.5128
C -0.478527 0.285571 -1.605252 3.470 -0.008 -1.064 -0.5554
C -0.104420 -0.532653 2.638452 -0.094 0.429 -0.012 -0.6393
C -0.869783 -1.044475 -2.242825 0.063 0.082 0.157 -0.6190
C 1.067800 0.090073 -0.702389 -4.427 1.025 -1.497 0.3624
C 1.151947 0.214212 0.593257 -0.703 -0.118 1.476 -0.3530
O 0.359757 1.775412 2.231686 -0.485 -0.315 0.196 -0.7199
O -1.208729 0.757418 0.927635 -1.098 -2.449 -3.464 -0.7485
O 2.040479 -0.231106 -1.562053 0.626 -0.311 -0.345 -0.6838
H -0.041329 2.492861 1.734060 -0.006 0.128 -0.155 0.4790
H -1.185242 0.083636 0.014927 -0.083 2.949 4.187 0.5110
H 1.913239 0.213514 -2.411224 -0.076 -0.088 0.209 0.4842
H 2.071083 -0.022218 1.110236 0.273 0.249 -0.075 0.2221
H -0.072138 0.938627 -2.386204 0.209 -0.150 -0.323 0.2125
H -1.336960 0.922502 -1.390336 0.115 -0.247 1.031 0.2524
H 0.802098 -0.540379 3.238387 0.078 -0.028 0.033 0.2159
H -0.955458 -0.335396 3.287554 -0.039 -0.009 0.048 0.2217
H -0.224850 -1.503495 2.160452 -0.034 0.005 -0.044 0.2083
H -1.331475 -1.692802 -1.498742 -0.108 -0.167 -0.113 0.2054
H -1.565277 -0.878716 -3.066384 -0.127 -0.063 0.091 0.2137
H -0.004663 -1.566413 -2.655246 -0.005 0.040 0.132 0.2173
```
Forces are in eV/Å.

Output
SMILES string: CC/C(O)=C\C(C)(O)O
Strongest force on any atom: 0.100 Eh/bohr
Total energy: -12556.4377 eV
LUMO level: 0.558 eV
Frontier orbital gap: 9.79 eV

- Among the records above, which one has the lowest total energy?
  C6H12O12S3Ti